The following is a quantum chemistry calculation of a molecular structure, C19H34BaN3O5P2, from the OMol25 dataset.

Output
HOMO-LUMO gap (alpha / beta): 3.776 / 2.959 eV
HOMO level (alpha / beta): -10.03 / -9.54 eV
Total charge: +1

Positions of all 64 atoms, in Å:
Ba: 0.96 0.98 -0.74
P: 2.84 -1.62 -0.64
C: 2.73 -1.65 -2.47
C: 1.51 -1.79 -3.22
N: 0.38 -1.23 -2.65
C: -0.79 -1.50 -3.23
C: -0.93 -2.43 -4.28
C: 0.19 -2.95 -4.90
C: 1.43 -2.55 -4.44
C: -2.09 -0.92 -2.63
P: -2.09 0.75 -1.74
H: 2.36 -2.77 -4.99
H: -1.95 -2.72 -4.50
H: 0.06 -3.64 -5.74
H: -2.82 -0.83 -3.46
H: -2.45 -1.66 -1.89
H: 3.36 3.14 -3.80
H: 3.69 -1.53 -3.17
H: -1.07 3.61 -3.45
O: 3.75 2.26 -3.66
H: 4.73 2.34 -3.91
H: 0.76 2.03 -2.39
O: -0.74 3.88 -2.61
H: -0.04 4.61 -2.93
C: -2.56 1.79 -3.20
H: -3.50 1.41 -3.62
H: -2.71 2.82 -2.85
H: -1.78 1.74 -3.98
C: -3.72 0.63 -0.90
H: -4.00 1.64 -0.57
H: -4.53 0.22 -1.53
H: -3.60 -0.01 -0.01
C: 2.86 -3.41 -0.38
H: 3.86 -3.76 -0.62
H: 2.60 -3.63 0.66
H: 2.10 -3.84 -1.06
C: 4.55 -0.87 -0.49
H: 4.49 -0.21 0.40
H: 5.29 -1.66 -0.30
H: 4.86 -0.26 -1.35
C: -2.38 -1.26 4.68
C: -0.93 -0.87 4.89
C: -0.44 0.44 4.18
C: -1.18 1.73 4.68
C: -2.61 1.94 4.21
C: 1.05 0.63 4.54
O: 1.53 0.26 5.60
N: 1.84 1.27 3.60
C: 1.53 1.39 2.27
O: 2.37 1.81 1.44
N: 0.30 0.99 1.87
C: -0.59 0.33 2.64
O: -1.50 -0.32 2.09
H: -3.05 -0.70 5.36
H: -2.49 -2.33 4.89
H: -2.65 -1.07 3.63
H: -0.70 -0.80 5.97
H: -0.29 -1.68 4.49
H: -1.13 1.75 5.78
H: -0.58 2.59 4.33
H: -3.25 1.10 4.50
H: -3.00 2.86 4.66
H: -2.65 2.05 3.11
H: 2.81 1.46 3.86